1.
Here is a molecular structure, C6H34NO13 at a distorted geometry from the Open Molecules 2025 dataset. Energies are from ωB97M-V/def2-TZVPD.

CARTESIAN COORDINATES (ANGSTROEM)
O: 4.41 -1.42 -1.66
H: -1.52 -1.72 -2.21
H: -2.16 4.38 1.05
O: 1.19 -1.28 -1.86
O: -0.24 4.31 -2.50
H: 2.51 -0.79 -0.12
C: -0.40 -0.06 1.01
H: 1.22 1.97 -0.15
C: 0.80 -0.54 3.39
O: -0.06 -4.66 2.17
N: 1.02 0.57 2.73
H: -2.03 1.74 -1.26
H: -0.65 -0.44 0.01
H: 0.52 0.56 -1.60
H: 0.90 -1.51 2.85
O: 0.65 4.83 -0.02
H: 0.15 4.86 -0.99
H: 0.02 -4.12 1.25
H: 0.31 -1.42 -1.59
H: -4.58 -0.65 1.67
O: 2.47 -3.43 -1.17
H: 0.98 3.93 0.00
H: 1.93 0.38 -2.71
C: 1.48 0.12 -1.73
O: -4.84 0.16 2.13
H: 2.60 1.86 0.95
H: 0.72 -0.47 4.38
H: 3.41 -1.75 -1.59
H: 4.86 -2.00 -0.96
O: -2.61 -1.70 0.64
H: -3.95 0.58 1.97
H: -0.38 -2.86 -0.41
H: 0.77 -4.80 2.46
H: 3.47 0.58 -0.91
O: -1.53 2.51 -1.33
H: 0.63 3.90 -2.59
O: -3.19 0.44 -1.12
C: 0.80 0.47 1.34
H: 1.72 -2.93 -1.54
C: 2.46 0.26 -0.59
O: -1.48 3.71 1.08
H: -1.00 3.77 -2.27
H: -1.32 2.69 -0.36
C: 1.82 1.18 0.45
H: -1.19 -0.18 1.77
H: -2.29 -2.08 1.47
H: -1.95 -1.96 -0.29
O: 0.38 -3.14 0.12
H: -2.86 -0.42 -0.84
H: -3.32 0.16 -2.13
H: 0.81 -2.31 0.35
H: -0.65 4.27 1.07
H: 2.16 -3.60 -0.21
O: -1.23 -1.83 -1.32

Values from the calculation:
Charge = -1
Gap between HOMO and LUMO = 8.805 eV
ΔE to the lowest compared entry with this formula, charge and spin = 86.9 kcal per mole
2S+1 = 1
Molar mass = 328.332 g/mol
LUMO level = 2.6 eV


2.
Here is 11 unconnected molecules or ions with the total composition C6H34O11 at a distorted geometry from the Open Molecules 2025 dataset. Energies are from ωB97M-V/def2-TZVPD.

CARTESIAN COORDINATES (ANGSTROEM)
H: -10.86 -13.87 6.49
O: -13.83 -11.61 8.04
H: -15.64 -11.11 11.14
C: -13.65 -10.37 11.51
C: -12.25 -10.88 11.99
H: -12.48 -16.11 7.18
O: -12.90 -16.96 7.04
H: -12.54 -17.53 7.72
C: -17.43 -17.86 8.76
H: -12.92 -14.27 8.68
H: -16.00 -16.33 9.61
H: -11.42 -10.18 11.95
H: -14.38 -15.03 10.82
C: -18.40 -16.95 8.00
O: -10.39 -15.50 8.95
H: -11.70 -16.43 9.95
O: -14.93 -15.19 11.59
O: -17.28 -19.06 8.06
C: -16.04 -17.18 8.92
H: -12.26 -11.21 13.03
H: -13.19 -16.55 10.16
C: -14.71 -11.49 11.57
H: -16.68 -13.45 5.49
O: -13.56 -14.57 9.32
H: -10.26 -14.73 8.39
H: -16.67 -13.90 9.44
H: -14.78 -11.60 7.96
H: -13.64 -10.98 8.73
H: -15.80 -14.89 11.33
H: -17.74 -18.28 9.72
H: -15.32 -17.90 9.31
O: -11.78 -13.82 6.75
H: -13.03 -9.10 10.24
H: -14.43 -12.40 11.04
O: -13.61 -9.86 10.25
O: -12.36 -16.97 10.38
H: -14.89 -11.81 12.59
H: -18.75 -16.15 8.65
O: -16.01 -14.05 5.82
H: -19.31 -17.40 7.61
O: -16.07 -13.76 8.70
H: -11.95 -11.77 11.45
H: -13.99 -9.64 12.24
H: -18.15 -19.37 7.80
H: -15.95 -13.86 6.76
H: -15.66 -16.82 7.97
H: -17.97 -16.42 7.15
H: -11.99 -12.89 6.72
H: -16.17 -12.83 8.50
H: -9.84 -16.18 8.55
H: -14.41 -14.29 8.97

Values from the calculation:
Structure (SMILES) = CC(C)O.CC(C)O.O.O.O.O.O.O.O.O.O
Gap between HOMO and LUMO = 9.375 eV
ΔE to the lowest compared entry with this formula, charge and spin = 61.5 kcal per mole
2S+1 = 1
Molar mass = 282.327 g/mol
LUMO level = -0.3 eV


3.
Here is 12 unconnected molecules or ions with the total composition C6H34O12 at a distorted geometry from the Open Molecules 2025 dataset. Energies are from ωB97M-V/def2-TZVPD.

CARTESIAN COORDINATES (ANGSTROEM)
C: 1.00 1.45 -1.38
O: 2.55 0.52 2.15
H: 1.00 -2.57 0.10
H: -1.81 -2.52 0.95
H: -2.07 -0.17 -1.53
O: 0.06 4.23 0.37
H: -0.79 -2.72 -2.56
H: -0.13 -0.36 -1.67
H: 2.91 3.75 1.23
H: -2.35 3.52 -1.08
O: 3.42 0.41 -0.33
O: -2.13 -2.53 0.08
H: -0.01 -0.69 0.75
H: -3.64 0.43 -0.84
H: 2.09 1.33 2.05
H: 2.81 1.19 -0.22
H: 3.92 0.46 -1.15
O: -1.48 -2.37 2.68
H: -0.44 4.53 1.18
H: -1.96 -2.06 3.42
H: 1.60 3.41 0.80
O: 0.99 -1.42 3.12
O: 2.98 -2.27 1.34
H: -3.88 -2.01 -0.86
H: -1.09 -0.45 -3.30
C: -1.84 0.54 0.48
H: -0.57 -1.88 2.75
H: 3.61 -2.32 0.60
O: 0.53 -3.15 -0.60
O: -0.09 -2.40 -3.09
H: 0.63 -3.02 -2.70
C: 0.17 0.48 -0.93
O: -1.61 3.13 -1.50
H: 0.07 1.01 1.12
C: -3.14 -1.52 -0.03
C: -0.39 0.31 0.41
H: 3.00 -1.27 1.52
H: -0.41 3.70 -0.37
O: 2.29 3.08 1.28
H: 1.10 1.37 -2.48
H: -2.35 0.38 1.51
H: 3.30 0.66 1.59
H: 1.61 2.19 -0.91
H: 1.60 -0.83 2.67
H: 1.49 -2.21 3.17
H: -0.86 -0.66 -4.76
H: -0.42 -3.10 -0.31
C: -2.67 -0.07 -0.53
H: -1.99 1.67 0.51
H: -1.89 2.14 -1.57
H: -3.66 -1.35 1.03
O: -1.07 0.03 -4.15

Values from the calculation:
Structure (SMILES) = C=CCCCCO.O.O.O.O.O.O.O.O.O.O.O
Gap between HOMO and LUMO = 9.689 eV
ΔE to the lowest compared entry with this formula, charge and spin = 99.6 kcal per mole
2S+1 = 1
Molar mass = 298.326 g/mol
LUMO level = 0.2 eV


4.
Here is 11 unconnected molecules or ions with the total composition C6H35NO10 at a distorted geometry from the Open Molecules 2025 dataset. Energies are from ωB97M-V/def2-TZVPD.

CARTESIAN COORDINATES (ANGSTROEM)
H: 1.64 3.00 3.08
N: 0.41 -2.39 -0.45
H: -0.68 -0.45 -0.65
H: 2.63 -2.33 2.51
H: 0.53 -2.97 0.37
H: -2.82 2.31 0.88
H: 2.93 1.17 2.61
H: -0.75 1.21 -2.23
H: -1.44 -0.60 -3.23
O: 0.99 -2.68 -3.52
O: -2.27 -3.70 -1.49
O: 2.55 3.02 3.43
O: -2.11 -0.81 -2.56
O: -2.69 3.23 1.13
H: -3.15 -3.70 -1.12
H: 0.95 0.25 -3.86
H: 2.49 0.80 3.95
H: 3.04 3.28 2.64
O: -2.74 0.54 -0.45
H: -0.02 2.67 -2.19
C: 0.26 1.60 -2.28
C: 1.16 1.22 -1.09
H: -2.55 1.49 -0.44
H: -0.44 2.12 1.53
H: 1.43 -2.67 -2.66
C: 1.33 -0.30 -0.98
O: 2.68 0.39 3.10
H: 2.31 -0.48 -0.50
C: 0.92 1.32 -3.61
C: 0.49 -0.79 1.31
H: 1.32 -1.39 1.60
H: 2.10 1.76 -1.21
H: 0.63 0.27 1.50
O: -0.41 2.57 2.38
H: -0.35 -2.78 -1.01
H: -2.29 0.28 -1.29
H: 1.59 -2.44 -4.23
H: -1.71 -4.40 -1.14
H: -1.27 2.36 2.76
C: 0.17 -0.94 -0.18
H: 3.25 -1.77 1.38
H: -3.50 3.48 1.58
H: 0.69 1.67 -0.21
H: -0.35 -0.96 1.99
H: 1.39 -0.76 -1.96
H: 1.89 1.79 -3.73
H: 0.31 1.60 -4.48
H: -1.95 -1.77 -2.58
H: -2.60 -0.04 2.92
O: -3.24 0.48 2.42
H: -3.16 0.14 1.51
O: 3.26 -2.63 1.84

Values from the calculation:
Structure (SMILES) = CCCC[C@H](C)N.O.O.O.O.O.O.O.O.O.O
Gap between HOMO and LUMO = 9.374 eV
ΔE to the lowest compared entry with this formula, charge and spin = 74.0 kcal per mole
2S+1 = 1
Molar mass = 281.343 g/mol
LUMO level = 0.2 eV


5.
Here is 11 unconnected molecules or ions with the total composition C6H35NO10 at a distorted geometry from the Open Molecules 2025 dataset. Energies are from ωB97M-V/def2-TZVPD.

CARTESIAN COORDINATES (ANGSTROEM)
H: -2.57 -2.33 2.76
H: 1.90 -1.91 1.31
N: 1.26 0.53 1.24
H: -0.39 -1.54 3.28
H: 2.24 1.22 -3.87
H: -2.19 1.64 -3.67
O: -3.24 1.02 1.65
H: 1.64 -1.15 -1.27
H: 2.14 -2.91 -0.84
C: 0.91 1.95 1.23
H: 2.74 1.30 -0.43
H: -0.10 -0.21 -0.17
H: -0.21 -3.02 2.14
O: -3.68 1.00 -1.12
O: 0.25 -1.18 3.92
H: -0.87 -2.81 0.70
O: 3.58 1.34 -0.93
H: -3.38 1.03 -0.21
H: -3.71 1.54 2.30
H: -0.33 3.44 0.36
C: 0.12 -3.00 1.11
H: 0.44 2.10 2.21
O: 1.91 1.71 -3.12
O: -1.07 0.10 -4.27
O: 4.23 -0.65 0.81
H: -2.82 -0.79 2.34
H: 4.09 0.56 -0.64
C: 1.00 -1.82 0.71
H: 2.63 1.64 -2.49
H: 3.30 -0.50 0.99
H: -0.91 1.88 -0.06
C: 0.02 2.43 0.11
H: -2.33 -1.46 -0.73
O: -2.20 -1.53 2.36
H: -0.22 -0.72 4.63
H: -2.96 1.40 -1.65
H: 0.48 -3.92 0.71
H: -0.18 0.41 -4.21
C: 0.32 -0.46 0.79
O: -2.35 -1.18 -1.65
H: 1.53 0.27 2.20
H: -1.01 2.46 -3.25
H: 4.75 -0.90 1.57
O: -1.90 2.25 -2.95
H: 0.50 2.52 -0.86
H: 1.82 2.55 1.15
H: -1.22 -0.33 -3.40
H: 0.56 -2.43 -1.31
C: 1.43 -2.09 -0.75
H: -3.00 -0.44 -1.64
H: -2.47 1.52 1.38
H: -0.50 -0.51 1.53

Values from the calculation:
Charge = +1
Gap between HOMO and LUMO (spin up / spin down) = 10.232 / 5.395 eV
ΔE to the lowest compared entry with this formula, charge and spin = 0.0 kcal per mole
2S+1 = 2
⟨S²⟩ = 0.754
Molar mass = 281.343 g/mol
LUMO level (spin up / spin down) = -3.2 / -8.0 eV


6.
Here is 13 unconnected molecules or ions with the total composition C6H35NO12 at a distorted geometry from the Open Molecules 2025 dataset. Energies are from ωB97M-V/def2-TZVPD.

CARTESIAN COORDINATES (ANGSTROEM)
C: -1.58 2.99 1.88
H: -2.37 0.96 2.52
O: 1.23 -0.47 -2.58
H: -0.62 -1.39 -0.32
H: -2.53 3.47 1.67
O: 0.93 -1.69 3.50
H: 2.79 2.32 -0.95
N: -0.79 -0.41 -0.16
H: 3.61 3.09 -2.06
H: -0.79 1.06 1.89
H: -1.46 -4.52 0.19
H: 0.72 -0.87 4.02
H: 2.01 -4.27 -0.60
O: 4.48 0.26 -0.06
H: 1.21 3.71 -0.37
O: 1.46 2.89 -0.02
H: 1.71 -1.47 3.04
O: 3.48 2.23 -1.64
H: -0.43 -0.38 0.83
O: -0.11 4.15 -1.88
H: 0.84 -0.85 -1.73
C: -2.79 -0.01 -1.66
H: 0.51 1.51 -3.27
H: 3.85 0.95 -0.17
H: 4.04 -0.26 3.10
O: 1.05 -4.36 -0.66
O: 1.20 2.15 -3.08
H: 3.35 -1.50 2.13
H: 1.89 1.87 -2.52
O: -2.20 -4.39 -0.34
O: -3.21 -2.90 1.63
O: 3.29 -0.79 2.72
H: -3.02 0.58 -3.72
H: -0.64 3.17 1.24
C: -1.74 1.49 1.73
H: -3.03 2.16 0.07
H: 0.84 2.23 -0.29
C: -2.35 1.34 0.36
H: -1.47 -4.38 2.07
H: 4.83 0.45 -0.95
H: -3.70 -0.59 -1.51
O: -0.63 -4.15 2.33
H: 0.72 -4.64 0.17
H: -2.85 -3.44 0.89
H: -4.06 -2.62 1.38
H: -2.01 -4.19 -1.25
H: -1.27 3.41 2.95
H: -0.67 4.45 -2.53
H: 2.09 -0.09 -2.54
H: 0.46 3.41 -2.15
C: -1.96 0.36 -0.46
H: -0.47 -3.44 2.92
H: -1.45 0.92 -2.89
C: -2.41 0.48 -2.83

Values from the calculation:
Gap between HOMO and LUMO = 8.375 eV
ΔE to the lowest compared entry with this formula, charge and spin = 152.9 kcal per mole
2S+1 = 1
Molar mass = 313.341 g/mol
LUMO level = 0.2 eV


7.
Here is 11 unconnected molecules or ions with the total composition C6H36N2O10 at a distorted geometry from the Open Molecules 2025 dataset. Energies are from ωB97M-V/def2-TZVPD.

CARTESIAN COORDINATES (ANGSTROEM)
H: -0.74 3.57 -0.44
H: 1.42 4.15 0.34
H: 0.14 -1.97 -1.16
C: -1.54 -0.71 -2.05
H: 0.21 -1.24 2.59
H: 3.79 -3.39 1.26
O: -0.17 -4.41 -2.48
H: -1.66 -0.30 -3.10
H: -1.77 0.88 -0.80
H: -1.94 3.72 2.35
H: 2.33 0.65 0.44
H: -2.08 -0.46 -0.08
H: 0.31 2.96 -3.24
H: 2.28 -1.48 -1.81
O: -0.07 2.80 -2.36
N: -2.23 -0.03 -0.98
H: 0.36 0.50 -0.75
H: 2.00 -1.58 1.71
H: 3.80 -0.18 0.12
C: -0.06 -1.18 -1.92
H: -1.60 -3.32 -0.84
H: 2.67 0.36 -2.09
O: -2.84 -3.29 1.66
H: -0.65 -0.48 1.53
H: -1.11 -4.65 -2.43
O: -1.01 4.49 -0.30
H: 0.62 3.71 2.92
H: -1.24 5.01 -1.07
O: -0.68 -1.15 2.25
C: 3.87 -2.34 0.95
O: -1.97 3.22 1.53
H: 0.48 1.30 1.46
H: -2.16 -3.18 2.33
H: 1.20 2.73 -0.10
H: -2.27 3.72 0.72
H: -1.08 1.81 1.17
O: -0.37 1.14 1.04
O: 0.40 3.73 3.86
H: -2.26 -1.54 -2.29
H: 4.71 -1.70 1.25
C: 2.73 -0.29 0.00
H: 0.25 -1.69 -2.86
H: -2.64 -4.12 0.02
H: -3.20 -2.48 1.32
C: 2.48 -1.63 0.77
O: -1.98 -4.21 -0.71
H: -0.23 1.84 -2.48
C: 2.23 -0.45 -1.44
O: 1.65 3.23 0.60
H: 0.84 3.03 4.33
H: 4.25 -2.72 -0.05
H: 2.02 -2.46 0.19
H: 0.07 -5.06 -1.81
N: 0.78 -0.06 -1.49

Values from the calculation:
Structure (SMILES) = CCCCNCCN.O.O.O.O.O.O.O.O.O.O
Gap between HOMO and LUMO = 8.535 eV
ΔE to the lowest compared entry with this formula, charge and spin = 97.2 kcal per mole
2S+1 = 1
Molar mass = 296.358 g/mol
LUMO level = 0.1 eV


8.
Here is 11 unconnected molecules or ions with the total composition C6H36N2O10 at a distorted geometry from the Open Molecules 2025 dataset. Energies are from ωB97M-V/def2-TZVPD.

CARTESIAN COORDINATES (ANGSTROEM)
H: -3.77 -0.64 1.65
O: 0.11 -1.45 -3.28
N: 2.87 -0.38 0.90
H: -2.53 0.19 -2.54
H: 2.32 3.61 -2.74
H: 1.20 -3.35 1.78
N: -0.12 -0.14 1.13
H: -0.52 2.37 0.57
C: 1.96 -0.71 -0.36
H: -1.90 2.56 1.25
H: 0.41 0.29 1.93
H: -0.10 -0.22 -1.08
H: -1.96 2.26 -0.40
H: 0.50 -3.68 -1.39
O: -2.60 0.94 -3.06
O: 1.71 -1.97 3.90
H: 2.46 1.58 3.09
H: 1.75 -1.80 -0.21
H: -0.07 -3.32 -0.04
O: 0.46 -2.98 1.32
C: -1.48 0.50 0.97
C: -1.44 1.98 0.55
O: -2.56 -1.89 -2.20
H: -1.90 -0.02 0.06
O: -0.32 -3.43 -1.02
H: 0.50 1.09 -3.76
O: 1.48 2.97 0.56
H: -2.06 -1.95 -1.50
H: 1.61 -1.74 4.80
H: 1.57 -1.30 3.24
H: -1.73 -0.32 3.06
H: 0.23 -2.10 1.68
H: -3.00 0.70 -3.83
H: 2.52 -0.49 -1.32
H: 1.82 2.36 -2.41
H: -0.69 1.86 -3.91
H: 0.14 -1.56 -2.37
H: 2.96 0.64 0.98
H: 1.79 1.25 4.36
O: 1.83 0.99 3.42
H: -1.90 1.32 2.90
H: 2.25 3.07 -0.14
H: 0.81 1.22 -0.35
H: -3.20 -2.58 -2.38
C: 0.65 0.12 -0.28
H: -3.97 1.23 1.37
C: -2.13 0.41 2.34
O: 2.40 3.01 -2.00
H: -0.56 -1.88 -3.88
O: 0.29 1.96 -3.92
C: -3.66 0.39 2.08
H: -4.23 0.30 3.05
H: 2.51 -0.90 1.73
H: 1.72 2.13 1.02

Values from the calculation:
Structure (SMILES) = CC[C@@H](C)NCCN.O.O.O.O.O.O.O.O.O.O
Gap between HOMO and LUMO = 9.284 eV
ΔE to the lowest compared entry with this formula, charge and spin = 116.9 kcal per mole
2S+1 = 1
Molar mass = 296.358 g/mol
LUMO level = 0.0 eV


9.
Here is 12 unconnected molecules or ions with the total composition C6H36NO11 at a distorted geometry from the Open Molecules 2025 dataset. Energies are from ωB97M-V/def2-TZVPD.

CARTESIAN COORDINATES (ANGSTROEM)
H: 0.64 2.38 -1.09
H: 1.78 1.19 -1.79
H: -1.04 0.37 -1.68
H: -2.39 -1.86 2.62
O: -1.79 -1.13 4.21
H: 0.64 -0.44 -0.11
H: 0.13 0.20 -2.94
H: -1.00 -2.04 -3.44
H: -3.32 0.22 1.56
O: -1.56 -2.96 -0.52
O: 2.24 -2.85 -0.49
H: -3.87 -1.80 1.92
H: 2.69 -0.07 0.63
O: -1.59 -1.50 -3.96
H: 2.64 2.69 3.54
H: -1.60 -0.20 4.01
H: 1.22 4.81 -0.89
C: 1.50 0.45 3.15
H: -3.22 0.94 -0.87
O: 0.46 4.54 -0.36
H: -0.77 -3.60 1.97
H: -0.72 1.57 -2.78
C: 0.72 0.63 0.02
H: 2.71 1.50 0.15
H: -1.80 -2.84 0.42
H: -3.66 1.66 1.92
H: -1.08 -3.31 3.44
O: -2.90 -1.71 1.78
C: 2.06 0.84 0.74
H: -0.85 -1.38 4.23
C: 1.98 1.22 2.19
O: -2.74 1.58 -1.40
H: 2.24 -1.95 -3.19
C: 0.80 1.34 -1.38
H: -2.97 2.38 -0.95
H: 1.48 -3.35 -0.16
H: 3.31 3.06 2.02
H: 2.31 1.62 -4.25
H: -0.16 1.16 0.42
O: 1.77 0.83 -4.03
O: 2.89 -1.36 -2.82
H: -2.37 -2.02 -3.72
O: -0.77 -2.89 2.62
H: -0.34 5.06 -0.48
O: -3.11 1.16 1.33
N: -0.32 0.80 -2.24
H: 1.71 3.45 2.25
H: 3.31 -1.74 -2.05
H: 1.13 -0.53 2.85
H: -1.00 -2.18 -0.57
H: 1.44 0.61 4.22
C: 2.39 2.64 2.48
H: 2.40 0.09 -4.01
H: 3.02 -3.36 -0.27

Values from the calculation:
Charge = +1
Gap between HOMO and LUMO = 9.322 eV
ΔE to the lowest compared entry with this formula, charge and spin = 71.2 kcal per mole
2S+1 = 1
Molar mass = 298.350 g/mol
LUMO level = -2.5 eV


Number 1: electronic energy -34879.66233 eV. Number 2: electronic energy -29295.72065 eV. Number 3: electronic energy -31341.45934 eV. Number 4: electronic energy -28754.27506 eV. Number 5: electronic energy -28746.80297 eV. Number 6: electronic energy -32846.97187 eV. Number 7: electronic energy -30259.36299 eV. Number 8: electronic energy -30258.51108 eV. Number 9: electronic energy -30812.19919 eV.